(1)
Entry from the OMol25 dataset: a structure of composition C17H41HoN2OP2 at a distorted geometry (the ωB97M-V functional and the def2-TZVPD basis).

**Calculated total energy**: -2487.34580 a.u.
**⟨S²⟩**: 6.005

Structure (ORCA input):
```
! wB97M-V def2-TZVPD RIJCOSX def2/J DEFGRID3
* xyz 2 5
Ho 0.0755 -1.5498 0.7130
P -2.0502 1.1548 -0.8111
P 2.7073 -0.9798 0.3874
N 0.1111 -1.8644 -1.4308
C -1.9619 -0.3407 -1.9568
H -2.7512 -1.0525 -1.6400
H -2.3712 0.0975 -2.8850
C -0.7260 -1.1824 -2.4157
H -1.1638 -1.9922 -3.0312
H -0.1212 -0.5681 -3.1228
C 1.4443 -2.2261 -1.9593
H 1.8096 -1.4662 -2.6773
H 1.3821 -3.1804 -2.5259
C 2.5237 -2.4046 -0.8549
H 3.5253 -2.5114 -1.3125
H 2.2716 -3.3216 -0.2763
C 3.3114 -1.8436 1.8999
C 2.1264 -2.4646 2.6743
H 1.6338 -3.2961 2.1267
H 1.3779 -1.6938 2.9871
H 2.4941 -2.9206 3.6041
C 3.9556 0.1366 -0.2747
C 3.9681 1.4671 0.5036
H 4.5518 2.2020 -0.0649
H 4.4222 1.3708 1.5006
H 2.9470 1.8606 0.6168
C -2.5193 2.7170 -1.6243
C -2.9674 3.8134 -0.6401
H -3.0111 4.7611 -1.1940
H -2.2656 3.9775 0.1849
H -3.9773 3.6198 -0.2543
C -3.3971 0.5767 0.3342
C -3.3369 1.1433 1.7552
H -4.1104 0.6562 2.3643
H -3.5522 2.2199 1.7819
H -2.3761 0.9604 2.2616
C -0.7925 1.7392 0.4461
C 5.3184 -0.5684 -0.3840
H 5.2735 -1.6570 -0.2139
H 5.7000 -0.4157 -1.4039
H 6.0532 -0.1365 0.3103
C -3.5408 2.5883 -2.7716
H -3.6891 3.5838 -3.2067
H -3.1838 1.9361 -3.5768
H -4.5200 2.2440 -2.4187
C -4.7822 0.7135 -0.2803
H -5.4905 0.1790 0.3689
H -5.1224 1.7602 -0.3229
H -4.8602 0.2534 -1.2751
C 4.1534 -0.9509 2.8274
H 3.5996 -0.0471 3.1299
H 4.4040 -1.5084 3.7434
H 5.1068 -0.6695 2.3639
H 3.9491 -2.6573 1.5188
H -3.1785 -0.5062 0.4233
H 3.5824 0.3481 -1.2961
H -1.5627 3.0492 -2.0769
O -0.2395 0.5405 0.9526
H -0.0733 2.5443 0.2119
H -1.3132 2.4348 1.1495
N -1.9529 -2.5657 1.6521
H -2.7810 -2.1284 1.2294
H -2.0088 -2.4049 2.6652
H -2.0288 -3.5740 1.4905
*
```

(2)
Entry from the OMol25 dataset: an isolated molecule of C9H16N2O3 at a distorted geometry (the ωB97M-V functional and the def2-TZVPD basis).

**Calculated total energy**: -687.56648 a.u.

Structure (ORCA input):
```
! wB97M-V def2-TZVPD RIJCOSX def2/J DEFGRID3
* xyz 0 1
C -1.4779 -1.2303 1.3104
C 0.0029 -1.2452 1.1423
C 1.5783 0.2416 0.2469
C 2.4640 -1.5989 -1.2924
C 3.0265 2.4100 -0.2175
C -4.3171 -0.7334 0.3850
C -3.0793 0.9544 -0.9487
C 2.5984 -0.7923 0.0211
C 1.8766 1.6997 0.4363
N -1.9184 -0.1995 0.5724
N -3.1793 0.0411 0.2407
O -1.9816 -1.8904 2.2255
O 0.7212 -2.1497 1.4845
O 0.3499 -0.1627 0.4442
H 2.1612 -0.8808 -2.0872
H 1.7549 -2.4692 -1.3828
H 3.4991 -2.1145 -1.5550
H 3.9384 1.8541 -0.1195
H 3.2294 3.3836 0.1552
H 2.7312 2.4395 -1.3278
H -4.9270 -0.4213 1.2789
H -4.9582 -0.8348 -0.4470
H -4.1519 -1.8420 0.6355
H -3.0340 0.4129 -1.8814
H -3.9911 1.5303 -1.0034
H -2.2381 1.5636 -0.9755
H 3.5865 -0.4018 -0.0871
H 2.5905 -1.5913 0.8878
H 1.0425 2.3404 0.3376
H 2.1023 1.6870 1.5209
*
```